Entry 1:
{"formula": "C4H21NO8", "method": "ωB97M-V with the def2-TZVPD basis set", "smiles": "CNC(=O)CCO.O.O.O.O.O.O", "e_lumo_ev": 0.48, "orbital_gap_ev": 10.23, "total_energy_ev": -22358.3753, "homo_energy_ev": -9.75, "symbols": ["C", "N", "C", "O", "C", "C", "O", "H", "H", "H", "H", "H", "H", "H", "H", "H", "O", "H", "H", "O", "H", "H", "O", "H", "H", "O", "H", "H", "O", "H", "H", "O", "H", "H"], "xyz": [[0.87044, 0.18660, -2.40086], [0.09393, -0.96710, -1.87405], [-0.85466, -0.63690, -0.90855], [-1.16625, 0.47609, -0.69569], [-1.57751, -1.80530, -0.27134], [-2.90060, -1.28579, 0.51529], [-2.42762, -0.61427, 1.67338], [2.01578, 0.08268, -2.33183], [0.54229, 0.14940, -3.48159], [0.67513, 1.17874, -1.98134], [0.59494, -1.82713, -1.91527], [-1.05178, -2.34835, 0.58228], [-1.81044, -2.56735, -1.08810], [-3.47818, -2.10790, 0.94334], [-3.36306, -0.52521, -0.14202], [-1.58445, -1.06370, 2.02490], [-0.85904, 1.57351, 1.81177], [-1.44460, 1.83622, 2.50501], [-1.52290, 1.15967, 1.16562], [-0.63141, 3.30584, -2.04079], [-1.18385, 2.69952, -2.69053], [-1.07874, 3.14509, -1.13488], [1.38181, -1.36753, 2.31856], [1.43182, -0.40213, 2.19776], [1.87293, -1.67468, 3.06179], [1.68116, -2.62029, -0.01752], [1.68027, -2.11393, 0.81465], [2.64860, -2.72544, -0.30966], [1.77226, 1.25730, 1.93144], [2.04038, 1.72202, 1.15600], [0.78676, 1.37956, 2.01024], [2.63743, 2.05648, -0.35973], [1.93428, 1.45849, -0.63860], [2.27487, 2.98578, -0.42968]], "atomic_forces_ev_per_a": [[0.8686, -0.9848, -1.8965], [-0.0874, 2.6757, 1.1285], [1.6347, -4.6628, -1.2561], [-1.0042, 3.8680, 0.6390], [-1.9079, -1.5174, 1.1029], [2.5675, -0.2792, -0.7034], [1.6014, -0.2236, 1.0461], [-1.7159, -0.4393, -0.1561], [0.9841, 0.8723, 0.8459], [-0.7622, -0.5583, -0.0233], [-0.1525, -0.6567, 0.6688], [0.1185, 0.6462, -1.5273], [0.2281, 0.8618, 1.1685], [-0.4954, -0.0793, -1.1510], [-0.4345, -0.6939, 0.6366], [-1.8770, 0.9729, -0.8379], [-1.3274, -0.3512, -1.6957], [-0.3527, 0.3645, 1.0246], [1.6353, 0.2795, 0.9014], [-2.6088, -2.0314, 0.1340], [1.6749, 1.8282, 2.1843], [1.0294, 0.1805, -2.2437], [-1.1910, -0.5097, -0.9492], [0.7685, 0.3729, 0.2504], [0.5616, 0.1497, 0.7857], [2.2165, -0.6444, -1.3926], [0.1567, 0.0488, 0.2832], [-2.2574, 0.3231, 0.9200], [-1.6173, -0.9384, 2.0436], [0.6778, 0.5116, -0.9424], [0.9122, 0.2160, -0.2193], [-0.2397, 1.7605, -0.3459], [-0.0460, 0.2399, -0.2338], [0.4415, -1.6015, -0.1894]]}



Entry 2:
{"formula": "C5H8O", "method": "ωB97M-V with the def2-TZVPD basis set", "e_lumo_ev": -0.42, "orbital_gap_ev": 8.55, "total_energy_ev": -7357.3775, "homo_energy_ev": -8.97, "symbols": ["C", "C", "C", "C", "C", "O", "H", "H", "H", "H", "H", "H", "H", "H"], "xyz": [[1.24837, 0.92399, -0.52438], [0.01359, 0.09657, -0.21364], [-0.90289, 0.67046, 0.88900], [-0.56444, -2.16053, 0.51784], [0.10663, -1.40305, -0.48183], [-0.58115, -0.46304, -1.34797], [1.89781, 1.06141, 0.34929], [0.89540, 1.91240, -0.84654], [1.82277, 0.48357, -1.34802], [-0.57528, 1.69449, 1.12704], [-1.92793, 0.69862, 0.49490], [-0.86846, 0.06377, 1.80728], [-1.62632, -1.84999, 0.46453], [1.06190, -1.72867, -0.88750]], "atomic_forces_ev_per_a": [[-0.0217, -0.0631, 0.0182], [0.0841, 0.3698, 0.1915], [0.1981, -0.1110, -0.3573], [0.0905, 0.3604, -0.3715], [0.1543, -0.5452, 0.2085], [-0.2764, 0.2141, 0.1296], [-0.2073, -0.0892, -0.1523], [0.0997, -0.1206, 0.0720], [-0.1563, 0.0585, 0.2552], [-0.1951, -0.3601, -0.0457], [0.2606, 0.0021, 0.2460], [-0.0400, 0.3368, -0.3470], [0.1010, -0.0846, 0.0844], [-0.0916, 0.0320, 0.0684]]}



Entry 3:
{"formula": "C16H20N2O6", "method": "ωB97M-V with the def2-TZVPD basis set", "smiles": "O=[N+]([O-])c1ccccc1.O=[N+]([O-])c1ccccc1.COCCOC", "e_lumo_ev": -0.73, "orbital_gap_ev": 8.26, "total_energy_ev": -32172.8619, "homo_energy_ev": -8.99, "symbols": ["O", "N", "O", "C", "C", "C", "C", "C", "C", "H", "H", "H", "H", "H", "O", "N", "O", "C", "C", "C", "C", "C", "C", "H", "H", "H", "H", "H", "C", "O", "C", "C", "O", "C", "H", "H", "H", "H", "H", "H", "H", "H", "H", "H"], "xyz": [[0.41130, -0.01190, -8.02421], [0.67053, -1.15166, -7.65886], [0.98186, -2.08684, -8.41781], [0.70355, -1.50458, -6.19308], [-0.23852, -1.00760, -5.37882], [-0.32302, -1.41099, -4.02862], [0.60651, -2.33417, -3.58437], [1.61721, -2.88254, -4.39748], [1.70849, -2.33819, -5.68058], [-0.95991, -0.25766, -5.66792], [-1.12702, -1.10771, -3.37440], [0.52514, -2.72621, -2.58134], [2.19798, -3.72949, -4.06313], [2.57351, -2.57227, -6.28336], [-0.81653, 7.40394, -5.11900], [-1.21998, 6.22308, -5.23237], [-2.36429, 6.00222, -5.52489], [-0.37139, 5.03574, -5.16685], [-0.91219, 3.80897, -5.50088], [-0.07184, 2.67539, -5.47605], [1.27360, 2.76644, -5.11300], [1.86649, 4.01681, -4.99577], [1.01403, 5.11145, -5.02750], [-1.96528, 3.67601, -5.70020], [-0.61881, 1.75824, -5.63748], [1.84949, 1.86756, -5.27665], [2.94360, 4.06204, -4.93109], [1.41554, 6.11276, -4.97680], [-4.99780, 9.12876, -0.03328], [-5.14438, 10.54959, -0.33713], [-5.51900, 10.74518, -1.73540], [-4.12155, 10.72970, -2.43025], [-3.64718, 9.41364, -2.74616], [-2.41106, 9.40922, -3.44123], [-4.19353, 8.69164, -0.62503], [-5.88943, 8.55259, -0.28051], [-4.68605, 8.95089, 0.99593], [-6.03133, 11.68687, -1.93249], [-6.24734, 10.02948, -2.11670], [-3.41203, 11.16771, -1.72823], [-4.08388, 11.42402, -3.26966], [-2.05105, 10.35280, -3.85131], [-2.65196, 8.88425, -4.36560], [-1.62659, 8.77903, -3.02222]], "atomic_forces_ev_per_a": [[-0.0802, -1.0963, 0.7346], [1.2258, -0.8434, -0.7682], [-0.5965, 1.5216, 1.1518], [1.3716, -0.1208, -0.6482], [-2.0607, 1.0320, 2.0004], [1.0091, -0.5285, -0.9046], [0.0291, -0.9985, 0.3755], [-1.3370, 1.6131, -0.6205], [0.3256, -0.8327, -0.3659], [-0.0682, -0.2392, -0.6306], [0.0635, 0.3115, -0.1094], [-0.1133, 0.0337, 0.1808], [0.4480, 0.3753, 0.0213], [-0.2322, -0.3293, -0.3902], [0.7204, -2.5085, 0.2668], [0.0361, 2.4918, -0.6792], [-1.0450, -0.4216, 0.0834], [1.4419, -0.7970, -0.5534], [0.2907, -0.8980, 0.6400], [-1.0917, 1.1166, 0.8273], [-0.6623, -0.4077, -1.7774], [-1.0079, -0.4807, 0.0435], [0.3450, 1.5132, 0.4005], [0.0440, 0.1703, -0.0843], [0.6184, -0.2552, -0.1890], [0.3162, -0.0938, 0.6010], [-0.0479, 0.4718, 0.1372], [0.1688, 0.1205, 0.1757], [0.5263, 0.4498, -0.6478], [-1.5598, -1.0895, -0.0379], [2.3241, -0.5096, 0.3894], [-0.2402, 0.0301, -0.0534], [-0.3029, 1.0459, 0.3525], [-0.7194, -1.0502, -1.9109], [0.0318, 0.1508, -0.2477], [-0.2956, 0.1896, 0.1983], [-0.4479, 0.6096, 0.1571], [0.4344, 0.4122, 0.7210], [0.3557, -0.6540, 0.1384], [-0.1316, 0.1316, 0.3579], [-0.2206, -0.3245, -0.7151], [0.0346, 0.4399, 0.8540], [0.1517, -0.2194, -0.2028], [-0.0520, 0.4675, 0.7277]]}



Entry 4:
{"formula": "C23H20N7O4OsS2", "method": "ωB97M-V with the def2-TZVPD basis set", "e_lumo_ev": [-2.89, -4.95], "orbital_gap_ev": [7.89, 5.44], "multiplicity": 5, "charge": 1, "total_energy_ev": -66921.1301, "homo_energy_ev": [-10.78, -10.39], "symbols": ["Os", "N", "C", "S", "N", "N", "C", "C", "C", "C", "C", "C", "N", "H", "H", "H", "H", "H", "H", "H", "C", "C", "C", "C", "C", "C", "C", "S", "O", "O", "N", "C", "C", "C", "C", "C", "C", "C", "C", "N", "C", "H", "H", "H", "H", "H", "H", "H", "H", "H", "H", "H", "H", "H", "O", "N", "O"], "xyz": [[-1.02758, -0.71119, 0.53992], [1.06232, -0.44611, 4.46304], [0.59670, -0.41061, 3.22123], [-1.01904, -0.19553, 2.88214], [1.63978, -0.64460, 2.26751], [0.83704, 0.15294, 0.12701], [1.16757, 0.18906, -1.24462], [0.22679, -0.40308, -2.09050], [0.38897, -0.43467, -3.49073], [-0.58808, -1.00147, -4.27201], [-1.71858, -1.54075, -3.65633], [-1.83078, -1.49232, -2.27815], [-0.89205, -0.94660, -1.49835], [0.43210, -0.36601, 5.24587], [2.05493, -0.49778, 4.62555], [2.07012, 0.66939, -1.58631], [1.27926, 0.00090, -3.92328], [-0.48468, -1.02595, -5.34797], [-2.50954, -1.99445, -4.23532], [-2.69405, -1.88622, -1.75650], [-4.50678, 2.77728, -1.38735], [-3.07392, 2.88807, -0.95630], [-2.04306, 2.84861, -1.89413], [-0.71750, 2.93481, -1.50193], [-0.43163, 3.07561, -0.15055], [-1.43966, 3.14568, 0.80660], [-2.75390, 3.04848, 0.39394], [1.21508, 2.92663, 0.39703], [1.50052, 3.68261, 1.56888], [2.11408, 2.91007, -0.71763], [0.97903, 1.34663, 1.03787], [1.89495, 0.27951, 1.19101], [3.33161, 0.44094, 0.88532], [4.30892, -0.48018, 1.17846], [4.18099, -1.82382, 1.52949], [2.95239, -2.57441, 1.53811], [2.93741, -3.93269, 1.19186], [1.73773, -4.57566, 0.96319], [0.56549, -3.83746, 1.03915], [0.55454, -2.56223, 1.42839], [1.70284, -1.98553, 1.75487], [-4.60543, 2.14755, -2.27068], [-4.90128, 3.76389, -1.63886], [-5.12521, 2.36167, -0.59334], [-2.28229, 2.73965, -2.94486], [0.08619, 2.89223, -2.22451], [-1.18779, 3.24457, 1.85434], [-3.54812, 3.07654, 1.12872], [3.62321, 1.40011, 0.48158], [5.32569, -0.13052, 1.04323], [5.09507, -2.39774, 1.61692], [3.87680, -4.45655, 1.06730], [1.70516, -5.61978, 0.68760], [-0.39483, -4.26836, 0.78532], [-4.92604, -0.63857, 0.98132], [-3.78693, -0.40553, 1.18914], [-2.95449, -1.25707, 0.54834]], "atomic_forces_ev_per_a": [[-0.0599, 0.0717, 0.3197], [0.0036, 0.0321, 0.0048], [-0.0266, 0.0618, 0.0064], [0.0743, -0.0982, -0.2300], [0.0064, -0.0374, -0.0036], [-0.1024, -0.0319, 0.0210], [0.0238, 0.0906, 0.0423], [-0.0232, -0.0545, -0.0593], [0.0121, 0.0034, 0.0382], [-0.0236, -0.0090, 0.0092], [0.0252, 0.0094, -0.0194], [-0.0343, 0.0031, 0.0184], [-0.0299, -0.0329, -0.1994], [0.0005, -0.0025, -0.0009], [0.0022, 0.0102, -0.0064], [0.0188, -0.0122, -0.0023], [0.0029, -0.0040, -0.0052], [0.0060, -0.0056, -0.0004], [-0.0023, -0.0047, 0.0017], [-0.0022, 0.0226, -0.0006], [0.0013, -0.0062, -0.0003], [0.0048, -0.0026, -0.0035], [0.0013, -0.0098, 0.0056], [0.0018, 0.0204, 0.0002], [-0.0131, 0.0594, -0.0360], [0.0002, -0.0546, -0.0054], [-0.0030, 0.0042, 0.0029], [-0.0282, -0.0617, 0.0201], [-0.0007, 0.0162, -0.0194], [0.0186, -0.0136, 0.0140], [0.1465, 0.0781, 0.0932], [-0.0150, 0.0151, 0.0624], [-0.0005, -0.0289, -0.0346], [0.0075, 0.0020, -0.0088], [0.0215, 0.0182, 0.0163], [-0.0335, -0.0185, 0.0112], [-0.0108, 0.0158, -0.0216], [0.0061, 0.0029, 0.0020], [-0.0264, -0.0032, 0.0280], [0.0210, -0.0222, 0.0870], [0.0068, -0.0184, -0.0698], [-0.0006, 0.0046, -0.0046], [-0.0052, 0.0010, 0.0060], [-0.0019, -0.0041, -0.0015], [-0.0007, -0.0003, -0.0031], [-0.0002, 0.0038, -0.0032], [-0.0083, 0.0073, 0.0028], [0.0007, 0.0001, 0.0036], [-0.0002, 0.0020, -0.0196], [-0.0006, 0.0025, -0.0101], [0.0003, 0.0053, 0.0276], [0.0020, -0.0027, -0.0021], [0.0016, 0.0000, -0.0058], [-0.0003, -0.0034, 0.0080], [0.0083, 0.0272, -0.0103], [-0.0626, -0.0541, 0.2080], [0.0903, 0.0062, -0.2736]]}



Q: What is the formula in the second record?
A: C5H8O



Repeat the second record exactly.
{"formula": "C5H8O", "method": "ωB97M-V with the def2-TZVPD basis set", "e_lumo_ev": -0.42, "orbital_gap_ev": 8.55, "total_energy_ev": -7357.3775, "homo_energy_ev": -8.97, "symbols": ["C", "C", "C", "C", "C", "O", "H", "H", "H", "H", "H", "H", "H", "H"], "xyz": [[1.24837, 0.92399, -0.52438], [0.01359, 0.09657, -0.21364], [-0.90289, 0.67046, 0.88900], [-0.56444, -2.16053, 0.51784], [0.10663, -1.40305, -0.48183], [-0.58115, -0.46304, -1.34797], [1.89781, 1.06141, 0.34929], [0.89540, 1.91240, -0.84654], [1.82277, 0.48357, -1.34802], [-0.57528, 1.69449, 1.12704], [-1.92793, 0.69862, 0.49490], [-0.86846, 0.06377, 1.80728], [-1.62632, -1.84999, 0.46453], [1.06190, -1.72867, -0.88750]], "atomic_forces_ev_per_a": [[-0.0217, -0.0631, 0.0182], [0.0841, 0.3698, 0.1915], [0.1981, -0.1110, -0.3573], [0.0905, 0.3604, -0.3715], [0.1543, -0.5452, 0.2085], [-0.2764, 0.2141, 0.1296], [-0.2073, -0.0892, -0.1523], [0.0997, -0.1206, 0.0720], [-0.1563, 0.0585, 0.2552], [-0.1951, -0.3601, -0.0457], [0.2606, 0.0021, 0.2460], [-0.0400, 0.3368, -0.3470], [0.1010, -0.0846, 0.0844], [-0.0916, 0.0320, 0.0684]]}